[1]
DFT (ωB97M-V with the def2-TZVPD basis set) results for 6 unconnected molecules or ions with the total composition C33H68BIN2O12S in a non-equilibrium geometry.

ORCA input file:
```
! wB97M-V def2-TZVPD RIJCOSX def2/J DEFGRID3
* xyz 0 1
I -3.47 -2.67 -4.03
S -1.90 -7.36 -3.50
O 6.34 2.23 3.05
O 6.17 -0.53 2.03
O 4.16 4.02 6.47
O 1.84 -3.76 0.51
O 4.23 1.49 7.97
O 1.58 5.73 2.20
O -11.15 -0.52 -3.77
O -8.60 -1.63 -2.79
O -1.06 2.98 -5.49
O -1.96 0.78 -7.22
O 1.34 3.00 1.14
O -1.59 -1.23 0.67
N -0.43 -7.33 -2.63
N -2.44 -5.77 -3.08
C -5.54 -3.07 -1.56
C 3.89 1.59 6.59
C -11.33 -1.78 -4.40
C 3.09 -3.56 -0.19
C 5.05 4.50 7.46
C 4.58 2.78 5.91
C -1.54 -5.05 -2.23
C 0.86 -5.61 -1.01
C 1.41 2.59 2.49
C 5.18 0.47 1.80
C 2.98 5.47 2.24
C -10.81 -0.65 -2.39
C -2.22 3.04 -6.30
C -8.09 -1.27 -4.07
C 0.14 2.94 -6.25
C 3.26 2.09 8.82
C -1.21 -0.06 -6.36
C -2.84 1.65 -6.52
C 4.27 -3.61 0.93
C 5.78 1.88 1.79
C -9.30 -0.56 -2.16
C -4.08 -3.08 -0.90
C 2.01 -6.69 -0.78
C 1.00 5.42 0.93
C -0.34 -6.05 -1.96
C -0.43 -3.21 -0.66
C -2.87 -2.66 -1.90
C 7.74 2.00 3.11
C 0.37 4.03 0.93
C 0.80 -4.20 -0.37
C 0.93 -0.76 0.08
C -1.62 -3.61 -1.60
C 6.24 -0.92 3.39
B -0.37 -1.74 0.04
H -3.93 -4.10 -0.40
H 3.27 5.38 3.29
H -5.80 -2.12 -2.14
H 6.14 -0.07 4.08
H 2.95 -6.51 -1.42
H 0.22 6.16 0.74
H -8.78 -0.65 -4.65
H 3.25 4.54 1.73
H -3.74 1.76 -7.13
H 0.53 0.31 -0.16
H -2.66 -1.54 -1.68
H -8.91 0.41 -2.50
H 5.29 -3.87 0.47
H -7.90 -2.19 -4.63
H 0.41 3.95 -6.55
H 3.74 2.30 9.78
H 8.27 2.84 2.65
H 5.90 5.01 6.99
H 8.03 1.94 4.16
H 1.38 -0.68 1.13
H 1.33 3.43 3.19
H 2.80 1.65 6.46
H -9.10 -0.63 -1.09
H 5.43 3.71 8.11
H -2.00 3.52 -7.26
H -6.29 -3.11 -0.68
H 2.43 1.40 8.97
H 1.69 -1.02 -0.73
H -11.21 -1.58 -1.97
H -10.59 -2.52 -4.08
H 7.21 -1.39 3.56
H 4.51 5.23 8.08
H 5.46 -1.65 3.61
H 3.34 -4.38 -0.95
H 4.23 0.67 6.10
H 4.37 0.40 2.54
H 2.88 3.03 8.41
H -0.87 0.46 -5.46
H -1.76 -0.30 0.35
H 4.05 -4.47 1.68
H 2.37 2.10 2.65
H 4.30 2.79 4.86
H 1.75 5.51 0.13
H -2.95 3.66 -5.78
H -11.22 -1.64 -5.48
H -0.34 -0.42 -6.90
H -3.14 1.20 -5.56
H 4.37 -2.63 1.51
H 8.04 1.08 2.61
H -4.09 -2.30 -0.05
H -1.82 -0.92 -6.07
H 4.74 0.27 0.81
H 0.06 2.30 -7.13
H -0.43 3.96 1.67
H 1.63 -7.74 -1.10
H 0.61 1.87 2.70
H -11.29 0.18 -1.86
H -0.07 3.85 -0.06
H 4.98 2.60 1.58
H -5.75 -4.02 -2.19
H -7.14 -0.73 -3.95
H 6.53 1.98 0.99
H 3.52 6.30 1.79
H 3.19 -2.53 -0.69
H 0.94 2.54 -5.61
H 2.34 -6.80 0.32
H -12.33 -2.16 -4.19
H 5.67 2.68 5.97
*
```

SMILES	CCOc1c(B(C)O)c([C@@H](I)CC)c2nsnc2c1C.COCCOC.COCCOC.COCCOC.COCCOC.COCCOC
molar mass	854.69	u
largest force on an atom	5.60	eV Å⁻¹
HOMO energy	-8.26	eV
gap between HOMO and LUMO	7.003	eV

Mulliken atomic charge list, values in e, 6 entries: I 0.03; S 0.15; O -0.17; O -0.41; O -0.38; O -0.46


[2]
DFT (ωB97M-V with the def2-TZVPD basis set) results for 11 unconnected molecules or ions with the total composition C33H68F4O19 in a non-equilibrium geometry.

ORCA input file:
```
! wB97M-V def2-TZVPD RIJCOSX def2/J DEFGRID3
* xyz 0 1
F 15.48 13.85 11.25
F 12.30 10.70 17.81
F 18.32 17.42 20.31
F 16.71 17.99 15.39
O 15.52 15.84 17.89
O 15.54 13.46 9.11
O 16.03 16.87 11.59
O 13.70 8.00 18.08
O 13.12 13.62 22.18
O 14.09 12.58 7.57
O 13.53 9.73 19.48
O 13.99 11.55 15.22
O 11.22 11.23 12.08
O 16.43 10.79 16.46
O 15.28 17.23 13.76
O 11.89 16.14 15.20
O 16.51 16.22 19.93
O 13.64 14.55 8.67
O 13.31 9.92 13.08
O 9.12 11.92 14.06
O 16.95 15.81 13.35
O 17.78 15.57 18.17
O 13.50 7.60 20.30
C 14.39 13.44 8.32
C 13.21 12.79 15.23
C 16.50 15.77 18.65
C 12.90 15.05 20.32
C 14.35 9.34 12.21
C 17.70 11.74 14.61
C 9.67 15.75 14.50
C 8.57 10.74 14.66
C 13.58 10.29 18.14
C 15.86 16.98 15.01
C 10.53 18.15 14.76
C 16.66 15.73 14.75
C 9.41 12.06 10.66
C 15.27 8.53 13.05
C 15.49 14.48 10.08
C 17.86 16.18 20.38
C 14.04 15.07 9.91
C 9.73 10.27 15.56
C 13.43 13.54 13.95
C 16.11 16.65 12.80
C 13.27 13.65 20.79
C 13.66 13.57 16.40
C 18.61 15.30 19.32
C 15.02 10.46 11.34
C 7.48 11.05 15.59
C 17.72 11.38 16.14
C 18.05 12.52 16.97
C 10.57 16.74 15.31
C 13.56 8.34 19.38
C 14.06 9.18 17.28
C 11.94 12.50 10.25
C 14.68 13.17 20.28
C 10.80 12.34 11.27
H 9.06 12.86 10.01
H 14.06 16.17 9.84
H 11.53 13.17 9.50
H 7.18 10.14 16.03
H 16.15 8.26 12.43
H 9.46 11.19 10.05
H 15.53 13.79 20.62
H 12.09 11.54 9.79
H 14.72 13.59 16.31
H 12.54 12.98 20.22
H 13.85 8.71 11.50
H 18.98 13.01 16.71
H 16.36 15.10 9.94
H 15.99 14.87 15.00
H 10.06 14.74 14.67
H 8.41 12.54 13.97
H 14.76 12.16 20.70
H 15.60 9.04 13.99
H 10.30 16.76 16.34
H 18.66 12.10 14.26
H 14.16 10.95 10.83
H 6.55 11.53 15.19
H 17.58 15.62 15.33
H 18.67 14.21 19.54
H 12.85 10.60 12.52
H 9.61 10.91 16.45
H 8.25 10.01 13.88
H 7.83 11.72 16.42
H 18.18 12.22 17.99
H 13.35 14.76 10.73
H 13.23 12.75 22.50
H 13.21 14.55 16.42
H 11.33 18.64 15.30
H 13.82 11.12 14.36
H 10.78 18.05 13.67
H 10.69 13.23 11.87
H 16.82 12.38 14.43
H 15.73 11.20 15.92
H 15.09 16.91 15.76
H 8.64 15.83 14.79
H 13.41 9.18 16.36
H 13.11 12.94 13.10
H 11.90 15.33 20.63
H 17.61 10.73 14.10
H 12.91 14.47 14.02
H 10.66 10.53 15.09
H 14.73 7.71 13.45
H 12.84 12.70 10.80
H 19.56 15.77 19.02
H 15.52 11.12 12.05
H 12.14 12.57 15.32
H 12.54 16.80 15.43
H 14.51 13.75 13.78
H 15.08 9.03 17.03
H 9.61 18.68 14.93
H 14.19 11.14 18.21
H 17.78 15.82 21.43
H 15.73 10.16 10.57
H 14.73 13.09 19.21
H 9.71 15.89 13.42
H 9.70 9.23 15.92
H 18.44 10.57 16.20
H 10.60 11.17 12.82
H 13.50 15.81 20.79
H 13.42 13.05 17.32
H 13.02 15.12 19.23
H 8.67 11.84 11.45
H 17.26 13.31 16.97
*
```

SMILES	O=C1OC[C@@H](F)O1.O=C1OC[C@@H](F)O1.O=C1OC[C@@H](F)O1.O=C1OC[C@@H](F)O1.CC(C)O.CC(C)O.CC(C)O.CC(C)O.CC(C)O.CC(C)O.CC(C)O
molar mass	844.88	u
largest force on an atom	4.57	eV Å⁻¹
HOMO energy	-10.13	eV
energy relative to the best compared isomer or geometry (same formula, charge and spin)	37.1	kJ/mol
gap between HOMO and LUMO	10.398	eV

Mulliken atomic charge list, values in e, 6 entries: F -0.06; F -0.24; F -0.29; F -0.40; O -0.45; O -0.40


[3]
DFT (ωB97M-V with the def2-TZVPD basis set) results for a molecular structure, C33H69BeCl13N3O7P in a non-equilibrium geometry.

ORCA input file:
```
! wB97M-V def2-TZVPD RIJCOSX def2/J DEFGRID3
* xyz 0 3
Cl 0.12 5.27 -1.32
Cl -0.97 -1.67 -4.18
Cl -0.58 -4.09 -1.90
Cl 5.58 -3.34 -0.34
Cl 6.08 0.48 -3.73
Cl 3.08 -3.50 2.82
Cl 5.68 3.50 2.11
Cl 3.50 -3.75 -2.86
Cl 3.24 4.39 -0.16
Cl 6.77 0.59 0.36
Cl 2.83 -0.85 4.10
Cl 5.01 3.50 -4.71
Cl 5.39 -1.74 3.35
P 1.62 0.41 0.01
O 2.10 1.08 1.32
O 2.63 0.47 -1.14
O 1.03 4.03 -4.58
O -2.67 1.08 1.73
O 0.20 1.07 -0.22
O -0.83 -1.58 3.73
O 1.17 -0.99 0.56
N -3.05 1.12 0.37
N -1.58 -2.75 3.64
N 0.77 2.17 -2.69
C 0.51 -2.02 -3.25
C -1.93 -4.97 2.57
C -4.63 1.23 -2.09
C 5.24 3.00 -3.05
C -3.76 2.41 -1.60
C -2.86 -5.41 3.73
C -0.93 -3.88 2.95
C -1.20 1.74 -4.19
C 0.17 -4.56 3.82
C -4.75 2.99 0.71
C -4.11 -0.06 -1.51
C 4.46 -2.07 -0.99
C 0.81 2.77 -5.22
C 4.27 -2.22 -2.48
C 3.68 -1.82 2.91
C -3.01 -1.45 0.18
C 1.65 5.00 -5.41
C -2.43 3.53 0.05
C -0.15 -3.48 1.71
C 0.35 1.84 -4.10
C 0.28 -2.50 -1.87
C -5.13 -0.29 0.71
C -3.46 -1.80 4.93
C -3.53 -4.16 4.29
C 0.73 5.14 0.37
C 4.89 1.51 -2.95
C 1.65 3.95 0.58
C -2.56 -3.04 4.72
C 5.09 1.78 2.21
C -3.51 2.41 -0.09
C -1.99 -3.43 6.12
C -3.80 -0.14 0.01
C 5.12 1.18 0.83
Be -0.12 0.32 1.95
H -3.08 -1.82 1.20
H -0.30 -4.98 4.71
H -3.56 -6.12 3.28
H -4.72 4.07 0.63
H -5.69 1.37 -1.86
H -3.16 -0.18 -2.05
H -3.00 -2.31 -0.49
H 4.57 3.52 -2.36
H 0.80 -3.79 4.26
H 4.95 1.28 -1.89
H 1.61 1.64 -2.43
H -1.71 -4.48 6.18
H -4.77 -0.88 -1.79
H -2.98 -1.11 5.62
H -1.57 1.05 -3.44
H -4.44 -1.97 5.39
H -2.72 -3.30 6.92
H -2.58 -4.58 1.78
H 3.88 1.31 -3.30
H -1.98 -1.14 0.00
H -4.11 -3.77 3.44
H -3.63 -1.29 3.98
H 5.85 1.24 2.77
H -5.91 0.45 0.59
H -2.35 -5.90 4.56
H -5.01 -0.32 1.80
H 1.24 -2.64 -1.37
H 0.56 -4.25 1.43
H -4.81 2.71 1.77
H 5.27 -2.11 -2.89
H 4.12 1.84 2.71
H 1.04 -1.07 -3.24
H 3.54 -1.25 2.00
H 0.93 3.17 -2.60
H 1.72 3.66 1.63
H 0.42 -2.57 1.85
H -0.14 5.22 1.03
H -1.08 -2.89 6.40
H -1.71 2.67 -3.93
H 0.59 0.79 -4.29
H -0.93 -3.36 0.95
H 4.86 -1.08 -0.77
H -4.48 1.12 -3.16
H -0.23 -1.79 -1.22
H -1.45 3.32 -0.37
H -4.25 3.34 -1.89
H 3.55 -2.25 -0.43
H -5.68 2.63 0.27
H -4.25 -4.42 5.06
H -5.51 -1.29 0.49
H 0.74 -5.36 3.34
H -2.91 2.40 -2.27
H -2.31 3.72 1.11
H 1.24 3.09 0.05
H 0.17 1.81 -1.93
H -1.51 -5.90 2.20
H 0.95 5.57 -6.02
H 1.10 -2.74 -3.81
H 4.75 1.90 0.10
H 0.12 2.87 -6.06
H 2.16 5.72 -4.77
H 6.28 3.25 -2.87
H 4.38 0.39 0.73
H 1.33 6.00 0.67
H -2.70 4.45 -0.48
H 3.61 -1.50 -2.97
H 1.77 2.35 -5.55
H -1.51 1.52 -5.21
H 2.50 4.58 -5.95
*
```

molar mass	1120.80	u
largest force on an atom	5.53	eV Å⁻¹
HOMO energy (spin up / spin down)	-8.53 / -8.53	eV
gap between HOMO and LUMO (spin up / spin down)	6.427 / 5.883	eV

Mulliken atomic charge list, values in e, 6 entries: Cl -0.15; Cl -0.20; Cl -0.24; Cl -0.19; Cl -0.21; Cl -0.13


[4]
DFT (ωB97M-V with the def2-TZVPD basis set) results for 10 unconnected molecules or ions with the total composition C33H69N6O16P in a non-equilibrium geometry.

ORCA input file:
```
! wB97M-V def2-TZVPD RIJCOSX def2/J DEFGRID3
* xyz 0 1
P -1.30 -0.01 6.00
O 0.51 1.66 0.79
O -0.58 0.51 -6.18
O -1.28 -1.21 5.13
O 2.83 -1.61 -3.76
O -5.59 -2.76 -0.69
O -2.22 -3.96 -3.24
O 0.09 0.50 6.55
O -4.14 -3.15 0.92
O -1.41 -4.85 -1.39
O -0.95 0.68 -2.33
O -2.20 -0.28 7.31
O -1.91 1.34 5.43
O -0.77 0.24 2.00
O -2.31 3.54 1.16
O 2.96 -0.28 2.20
O 4.65 2.65 1.23
N 2.83 -1.24 -6.06
N -0.30 4.16 2.13
N -3.04 0.50 -1.30
N 3.81 0.98 3.94
N 3.93 1.28 -0.45
N -0.21 2.57 -5.38
C -0.24 1.21 -5.26
C -0.60 3.10 -6.67
C -1.23 -4.19 -2.37
C 2.86 -1.78 -7.41
C -2.31 0.66 8.38
C 0.05 -3.55 -2.77
C 2.79 -1.98 -4.91
C 2.81 2.00 4.03
C -0.79 -1.21 2.14
C -3.30 -0.63 -2.22
C -3.27 -4.35 1.33
C 2.84 0.96 -1.36
C -0.36 -2.55 -3.91
C -3.13 1.17 4.66
C 0.29 3.44 -4.33
C -1.82 -3.01 -4.30
C 0.12 0.53 1.01
C -3.89 0.99 -0.21
C 3.06 0.21 -5.93
C -0.60 -1.79 0.67
C 1.15 -0.47 6.60
C 0.32 -0.71 0.17
C -0.71 3.73 3.45
C 1.02 4.64 1.90
C 3.85 2.35 0.39
C -4.88 -3.61 -0.10
C -1.16 4.00 1.10
C 5.19 0.56 -0.65
C -4.11 -5.49 0.98
C -4.75 -5.09 -0.39
C 3.81 -0.02 3.06
C 4.78 1.02 5.02
C -1.83 1.02 -1.47
H -1.58 1.81 -0.76
H -3.48 -6.35 0.75
H -3.62 0.21 4.95
H -0.28 -2.80 0.53
H 0.32 -0.42 -0.87
H -0.10 4.22 4.24
H -4.10 -1.27 -1.80
H -5.70 -5.59 -0.63
H 2.92 -2.85 -7.52
H -0.64 2.62 3.63
H -0.78 4.24 0.08
H -2.82 0.97 3.63
H 0.09 -1.55 2.79
H -0.38 4.29 -4.12
H 0.77 -1.47 6.62
H 2.60 -3.04 -5.08
H -3.69 2.07 4.64
H 4.57 -0.85 3.26
H 2.93 -0.12 -1.56
H 4.57 1.81 5.79
H 0.81 -4.20 -3.17
H -1.50 1.41 8.37
H -4.85 -5.87 1.72
H -3.37 1.00 8.46
H -1.58 2.80 -6.99
H -0.42 -1.55 -3.47
H -2.34 -4.21 0.75
H 5.75 1.31 4.59
H 3.80 -1.47 -7.87
H 1.14 4.77 0.86
H 3.24 3.09 3.88
H 2.26 1.90 4.96
H 1.78 -0.53 5.66
H -3.92 -5.18 -1.19
H -1.77 3.86 3.68
H -3.02 -4.21 2.38
H 1.88 1.11 -0.86
H 2.12 1.83 3.19
H 4.13 0.40 -6.09
H -0.02 0.84 -4.30
H -1.67 -1.48 2.66
H 4.79 -0.03 5.47
H 2.88 2.84 0.21
H 2.90 0.40 -4.85
H -1.98 -3.53 -5.26
H -2.18 0.10 9.28
H 0.04 2.73 -7.47
H 1.97 -1.40 -7.89
H -2.53 -2.19 -4.27
H 1.79 3.94 2.14
H 1.37 -1.07 0.42
H -3.72 0.44 0.67
H 1.28 3.76 -4.61
H 5.97 0.91 0.09
H 0.54 -3.02 -1.95
H -1.55 -1.68 0.12
H 1.26 5.60 2.34
H 5.05 -0.51 -0.61
H -3.48 -0.32 -3.25
H -3.58 2.07 -0.10
H 2.95 1.40 -2.40
H -4.91 0.84 -0.53
H 5.57 0.85 -1.67
H 0.32 -2.56 -4.80
H -0.52 4.20 -6.68
H 1.71 -0.32 7.49
H 2.46 0.80 -6.59
H 0.50 2.97 -3.42
H -2.36 -1.21 -2.31
*
```

SMILES	COP(=O)(OC)OC.O=C1CCCO1.O=C1CCCO1.O=C1CCCO1.CN(C)C=O.CN(C)C=O.CN(C)C=O.CN(C)C=O.CN(C)C=O.CN(C)C=O
molar mass	836.92	u
largest force on an atom	4.64	eV Å⁻¹
HOMO energy	-8.64	eV
gap between HOMO and LUMO	9.294	eV

Mulliken atomic charge list, values in e, 6 entries: P 1.21; O 0.04; O -0.72; O -0.65; O -0.49; O -0.72


- The lowest largest force on an atom belongs to which entry?
  C33H68F4O19